(1)
C11H25NO5Zn | ωB97M-V with the def2-TZVPD basis set

Geometry as XYZ:
```
43
Properties=species:S:1:pos:R:3:mulliken_charge:R:1
C 3.20474 -2.08532 1.00072 -1.0556
C 3.84695 -1.05786 0.09428 -0.3919
O 2.88128 -0.07510 -0.30476 -0.2400
C 2.60434 -0.01821 -1.69632 -0.8684
C 1.19668 0.50203 -1.81709 -0.0952
O 1.18367 1.77558 -1.20283 -0.3662
C -0.04510 2.41678 -1.05927 -0.8769
C -0.44583 2.33781 0.40841 0.8233
C -0.68186 0.93169 0.90388 -1.4965
N -1.85613 0.32316 0.27656 -0.0042
O -2.72914 -0.28613 1.15425 -0.3118
C -2.87364 -1.70288 0.91925 -0.5463
C -3.59866 -2.03612 -0.38299 0.2270
C -4.44054 -0.87607 -0.90183 -1.2513
O -2.67314 -2.41066 -1.40991 -0.5287
O 0.52536 3.03475 1.21979 -0.5969
C 1.76998 2.42677 1.45412 -0.1085
H 3.96701 -2.68304 1.49554 0.4455
H 2.63813 -1.58174 1.78608 0.1598
H 2.54340 -2.76165 0.46331 0.2701
H 4.29960 -1.52975 -0.77453 0.3892
H 4.63356 -0.54122 0.64192 0.3062
H 2.64231 -1.01293 -2.14135 0.5965
H 3.30041 0.64228 -2.21241 0.2844
H 0.83001 0.54097 -2.84277 0.4748
H 0.57500 -0.22187 -1.26473 -0.0898
H 0.06966 3.47675 -1.28143 0.4020
H -0.83549 2.02876 -1.70424 0.4561
H -1.38913 2.86906 0.53561 0.5616
H 0.19749 0.27459 0.82775 0.4915
H -1.04475 1.01193 1.98086 0.7901
H -1.56150 -0.33370 -0.44948 0.3099
H -3.41652 -2.07631 1.78223 0.3861
H -1.87352 -2.14735 0.94639 0.3380
H -4.26778 -2.87974 -0.21914 0.3954
H -3.80179 -0.15594 -1.40800 0.2952
H -4.98587 -0.38648 -0.10038 0.3350
H -5.14948 -1.26268 -1.62539 0.3947
H -1.82337 -2.63593 -1.03687 0.3165
H 2.20911 1.87555 0.61786 0.1069
H 2.46161 3.16535 1.85028 0.6168
H 1.68677 1.64812 2.31675 0.2116
Zn 0.22615 1.47673 3.15990 0.4440
```

Highest occupied orbital energy, eV: -15.823
Relative energy (zero: lowest compared OMol25 entry of this formula, charge and spin), kJ/mol: 0.0
Net charge: +2
Strongest force on any atom, eV Å⁻¹: 1.30
LUMO energy, eV: -12.05

---

(2)
C21H42Ge2IrO7P2Si | ωB97M-V with the def2-TZVPD basis set

Geometry as XYZ:
```
76
Properties=species:S:1:pos:R:3:mulliken_charge:R:1
Ir -0.67988 1.99737 -0.29262 0.8025
C 3.84626 1.97370 -1.40037 -1.2248
C 2.34550 1.68533 -1.54301 -0.4330
Ge 1.62492 0.77634 0.06871 -0.4147
C 1.95083 1.31020 1.94273 0.0674
C 3.44079 1.34286 2.29914 -1.5094
C 2.58808 -0.97975 -0.03161 -0.2504
C 2.14449 -2.18675 -0.10251 -0.4017
Ge -0.31481 -1.57505 -0.09274 0.0927
C -0.76491 -1.50606 1.82316 -0.3010
C 0.17818 -2.23404 2.77263 -1.4327
C -1.03719 -3.10645 -1.08531 -0.5276
C -1.06060 -4.36081 -0.21129 -1.0058
C 2.28382 -3.57252 -0.25668 0.1824
C 2.48291 -4.40796 0.86667 -0.2632
C 2.61496 -5.76867 0.69607 -0.7284
C 2.52988 -6.32761 -0.57765 -0.4431
C 2.32501 -5.51583 -1.69323 -0.7702
C 2.19939 -4.15308 -1.54249 -0.0788
H 4.23553 2.37725 -2.33559 0.3995
H 4.41819 1.07356 -1.17641 0.3396
H 4.04817 2.70088 -0.61512 0.2482
H 2.16129 0.98674 -2.36157 0.4600
H 1.80680 2.60328 -1.78072 0.4684
H 1.44212 0.55280 2.54454 0.3709
H 1.47235 2.25982 2.18356 0.0557
H 3.91804 0.37905 2.12069 0.4070
H 3.56755 1.57654 3.35607 0.4502
H 3.98564 2.09271 1.72559 0.2990
H 3.66983 -0.80927 -0.05002 0.7299
H -1.76958 -1.94535 1.84910 0.6902
H -0.87800 -0.45520 2.10035 0.4581
H 0.23796 -3.29767 2.54294 0.3583
H -0.17168 -2.13617 3.80031 0.4727
H 1.18884 -1.82444 2.72481 0.2573
H -0.51487 -3.25895 -2.02833 0.4098
H -2.05064 -2.80200 -1.35239 0.5789
H -0.07103 -4.78135 -0.05350 0.1563
H -1.66901 -5.12544 -0.69562 0.4351
H -1.50591 -4.16772 0.76755 0.3389
H 2.55437 -3.96774 1.85270 0.5089
H 2.78788 -6.40501 1.55306 0.4398
H 2.63036 -7.39709 -0.70165 0.4357
H 2.27403 -5.95660 -2.67915 0.4415
H 2.04729 -3.51239 -2.40163 0.5232
C -4.81982 -0.46474 -0.50691 -1.7451
C -4.16594 0.67106 -1.29162 1.1757
O -4.92704 1.06720 -2.42726 -0.6956
P -4.02982 2.20167 -0.28835 0.7401
O -4.13195 3.38125 -1.31433 -0.5271
O -5.30804 2.29975 0.61192 -0.5567
O -2.75906 2.27286 0.50150 -0.8106
P -2.51908 0.12197 -1.89254 0.6978
O -1.78738 1.50271 -2.36827 -0.5941
O -2.62929 -0.89671 -2.92922 -0.7750
O -1.66125 -0.12914 -0.60863 -0.3784
H -5.84505 -0.19598 -0.25761 0.4343
H -4.27238 -0.67272 0.41427 0.3386
H -4.83217 -1.37208 -1.11332 0.4817
H -5.13358 0.28941 -2.96576 0.4092
H -4.79298 3.25422 -2.01484 0.3614
H -5.21345 2.10541 1.55370 0.3583
H -1.90126 1.77886 -3.28857 0.2941
C 1.93561 4.56747 0.48459 -0.9665
Si 0.14760 4.08819 0.56360 0.6990
C -0.80918 4.75651 -0.94611 -1.2706
C -0.64750 4.46856 2.19133 -1.0896
H 1.98412 5.63381 0.73173 0.5215
H 2.37600 4.44316 -0.50290 0.3012
H 2.55063 4.05141 1.22192 0.2752
H -0.51032 5.81576 -0.91497 0.4523
H -1.89087 4.70639 -0.84476 0.3163
H -0.50350 4.39494 -1.92789 0.4202
H -0.62894 5.55158 2.34939 0.4046
H -0.10408 4.02163 3.02535 0.3591
H -1.68320 4.13411 2.22540 0.2756
```

Highest occupied orbital energy (alpha / beta), eV: -12.292 / -14.529
Relative energy (zero: lowest compared OMol25 entry of this formula, charge and spin), kJ/mol: 0.0
Net charge: +2
Strongest force on any atom, eV Å⁻¹: 0.21
Expectation value of S²: 8.79
LUMO energy (alpha / beta), eV: -5.73 / -8.38
Multiplicity: 6

---

(3)
C6H16N2 | ωB97M-V with the def2-TZVPD basis set

Geometry as XYZ:
```
24
Properties=species:S:1:pos:R:3:mulliken_charge:R:1
C 2.57884 2.24305 -0.39624 -1.2590
C 2.54075 0.89622 -1.09972 -0.3552
N 1.27243 0.20873 -0.80655 -0.3657
C 1.06275 -0.05705 0.61694 -0.4006
C -0.38458 0.02085 1.03741 -0.8110
N -1.05047 -1.24236 0.67583 -0.4425
C -2.52656 -1.17226 0.77353 -0.2942
C -3.24135 -1.72404 -0.42434 -1.2650
H 2.75776 2.20438 0.67635 0.3560
H 3.35072 2.88659 -0.83087 0.3909
H 1.69243 2.86652 -0.53326 0.3067
H 3.48003 0.37654 -0.88380 0.2590
H 2.43891 1.11597 -2.16332 0.3568
H 1.28267 -0.63183 -1.29074 0.2295
H 1.55348 0.76335 1.14544 0.3529
H 1.55539 -0.98680 0.91309 0.2945
H -0.49087 0.19287 2.09557 0.3983
H -0.78879 0.85337 0.45237 0.3699
H -0.89134 -1.29712 -0.32681 0.2559
H -2.85049 -0.16003 1.02618 0.3025
H -2.77459 -1.80360 1.62780 0.2526
H -3.05440 -2.74929 -0.73193 0.3245
H -4.32240 -1.72116 -0.24401 0.3874
H -3.19033 -1.08292 -1.30890 0.3561
```

Highest occupied orbital energy, eV: -8.886
Relative energy (zero: lowest compared OMol25 entry of this formula, charge and spin), kJ/mol: 125.4
Strongest force on any atom, eV Å⁻¹: 2.16
Structure (SMILES): CCNCCNCC
LUMO energy, eV: 1.22

---

(4)
C46H56AsBrF4MgN3OPS6Si3 | ωB97M-V with the def2-TZVPD basis set

Geometry as XYZ:
```
123
Properties=species:S:1:pos:R:3:mulliken_charge:R:1
Mg 1.11059 -0.84414 1.19798 0.9594
F 4.22264 0.58527 -6.47835 -0.2920
C 3.31823 0.66526 -5.51431 0.4763
C 2.00793 0.98879 -5.81590 0.3640
F 1.65726 1.22460 -7.07485 -0.2998
C 1.06799 1.07557 -4.80455 0.1259
F -0.16899 1.41420 -5.17623 -0.4113
C 1.38178 0.83173 -3.47123 -0.5094
P 0.15297 0.87101 -2.06930 2.3855
C -0.12334 2.68720 -1.95487 0.8853
C -0.76884 3.48768 -2.89591 -0.2036
C -0.94508 4.84115 -2.65166 -1.0458
C -0.46719 5.41472 -1.48171 -1.3360
C 0.18802 4.62880 -0.54627 -0.8755
C 0.34938 3.27077 -0.77673 0.5687
C -1.32115 0.18330 -2.91422 0.7063
C -2.58603 0.75929 -2.87811 -0.7143
C -3.67423 0.08833 -3.42005 -0.8238
C -3.51591 -1.16682 -3.98465 -0.7360
C -2.25821 -1.75513 -4.01316 -0.9547
C -1.17147 -1.08701 -3.47570 -1.0494
C 2.71863 0.52435 -3.19456 0.2929
Br 3.28320 0.19845 -1.42788 0.0308
C 3.67128 0.44559 -4.19588 0.1204
F 4.93979 0.16320 -3.91027 -0.3335
H -1.14072 3.06747 -3.81896 0.5218
H -1.46180 5.45338 -3.38003 0.4160
H -0.61021 6.47199 -1.29823 0.4300
H 0.55600 5.07899 0.36759 0.4516
H 0.83174 2.63801 -0.03754 -0.3343
H -2.72797 1.73953 -2.44243 0.3980
H -4.65336 0.55041 -3.39486 0.4290
H -4.36685 -1.68884 -4.40292 0.4001
H -2.12312 -2.73739 -4.44891 0.5941
H -0.19054 -1.55135 -3.49984 0.6613
S 3.91521 -5.15474 6.34020 -0.2647
C 3.31562 -4.30044 5.07471 0.1367
S 4.22131 -3.10552 4.20877 -0.1226
C 2.98251 -2.66255 3.04079 -0.1356
C 1.79938 -3.29606 3.16629 -0.2703
S 0.40003 -3.05957 2.17967 -0.3391
S 1.70198 -4.47398 4.47081 -0.0358
S 3.39694 -1.44717 1.88053 -0.6454
S 0.28172 -6.73470 -1.97884 -0.1204
C 0.58757 -5.03181 -1.51520 -0.4797
C -0.46044 -4.12348 -1.48141 -0.2000
C -0.18011 -2.81856 -1.12282 -1.0245
N 1.04153 -2.38934 -0.81273 0.7510
C 2.04090 -3.26825 -0.84519 -0.6954
C 1.86221 -4.59988 -1.18373 -0.8060
C 0.42223 -6.48443 -3.75097 0.3210
C 1.66800 -6.45771 -4.35875 -0.1800
C 1.72189 -6.23187 -5.72734 -0.4575
N 0.64364 -6.04745 -6.48259 -0.5839
C -0.54434 -6.09555 -5.88960 -0.4591
C -0.71244 -6.31220 -4.52832 -0.0927
H -1.47072 -4.42856 -1.71760 0.6388
H -0.97193 -2.08067 -1.07294 0.5921
H 3.01794 -2.89352 -0.56522 0.4043
H 2.69606 -5.28744 -1.17145 0.5743
H 2.57011 -6.61110 -3.78273 0.3749
H 2.67485 -6.19780 -6.24420 0.3676
H -1.40294 -5.95021 -6.53662 0.3965
H -1.69838 -6.34914 -4.08564 0.4383
O 1.90336 1.49925 1.57263 0.6971
C 2.92285 2.02237 2.00534 -0.8832
C 4.32112 1.76722 1.51269 -0.1412
C 4.82523 3.07178 0.83274 -0.9747
C 3.71900 4.02580 0.32388 0.4243
C 3.13811 4.98468 1.37896 -0.9986
C 2.20163 4.29137 2.37562 1.3037
N 2.85043 3.08191 2.89029 0.0530
H 4.32519 0.94199 0.81283 -0.4526
H 4.95515 1.48470 2.35414 0.4993
H 5.43123 2.77625 -0.02400 0.4945
H 5.48296 3.62293 1.50914 0.3200
H 2.90829 3.43987 -0.12265 -0.4846
H 4.14153 4.63519 -0.47630 0.3802
H 2.59623 5.79266 0.87971 0.4409
H 3.96124 5.44817 1.93284 0.4416
H 1.27876 3.98733 1.88648 -1.5165
H 1.95598 4.95538 3.20425 0.3878
H 3.76082 3.30030 3.27361 0.4181
C -3.90319 2.86063 3.08376 -1.0965
Si -2.34823 2.37554 2.11078 -0.2297
C -0.97044 3.52675 2.71136 0.6086
C -2.79472 2.72051 0.30322 -0.7141
As -1.41778 0.17381 2.11937 -0.0944
Si -1.08069 -0.04730 4.47163 0.1382
C 0.70068 0.53640 4.70431 -0.3510
C -2.25473 1.04433 5.48498 -1.1114
C -1.31251 -1.77552 5.17582 -0.8777
Si -3.40172 -1.08991 1.69612 0.6107
C -3.73747 -0.99439 -0.16473 -0.1861
C -3.24936 -2.88894 2.23149 -0.8578
C -4.94718 -0.43144 2.57518 -1.2609
H -4.11728 3.91610 2.90167 0.3784
H -3.78767 2.72525 4.15836 0.3496
H -4.77325 2.28735 2.76537 0.2779
H -1.05188 4.52771 2.28249 0.5883
H 0.00259 3.10967 2.44551 -1.1631
H -1.00341 3.62531 3.79907 0.3939
H -2.98075 3.78259 0.12883 0.6329
H -3.69566 2.16871 0.02326 0.4731
H -1.98471 2.40197 -0.35126 -0.4318
H 0.87066 1.49627 4.21154 -0.1761
H 1.39090 -0.19048 4.26130 -0.0423
H 0.96185 0.64281 5.75903 0.5911
H -2.01422 2.10609 5.40512 0.3057
H -2.19015 0.76318 6.53782 0.4619
H -3.28994 0.90188 5.16839 0.2329
H -0.82803 -2.53288 4.56422 0.1176
H -2.37266 -2.02894 5.24835 0.3035
H -0.88753 -1.82463 6.18144 0.3879
H -2.90514 -1.39831 -0.74318 -0.4305
H -3.88629 0.03511 -0.49317 -0.0245
H -4.63101 -1.56519 -0.42703 0.5689
H -2.27821 -3.31355 1.98267 0.1053
H -4.02168 -3.50035 1.75869 0.4494
H -3.37350 -2.96886 3.31267 0.2734
H -5.34596 0.46422 2.09763 0.3316
H -4.74550 -0.19909 3.62305 0.2470
H -5.72608 -1.19620 2.54932 0.4298
```

Highest occupied orbital energy, eV: -6.238
Relative energy (zero: lowest compared OMol25 entry of this formula, charge and spin), kJ/mol: 91.1
Strongest force on any atom, eV Å⁻¹: 0.89
LUMO energy, eV: -0.09

---

(5)
C3H5N4 | ωB97M-V with the def2-TZVPD basis set

Geometry as XYZ:
```
12
Properties=species:S:1:pos:R:3:mulliken_charge:R:1
C -0.87179 2.04444 -0.17623 -0.5379
C -0.87942 0.81345 -0.65832 -0.2684
C -0.26446 -0.36840 -0.00305 0.4723
N -0.87686 -1.33883 0.72390 -0.1309
N 0.06023 -2.18526 1.06905 -0.2748
N 1.17075 -1.78615 0.59531 0.2832
N 1.04384 -0.64807 -0.07446 -0.0325
H -0.72842 2.31690 0.87560 0.2852
H -1.08273 2.87631 -0.85894 0.2597
H -1.36518 0.65080 -1.63054 0.3398
H 2.05518 -2.28149 0.70786 0.2758
H 1.73885 -0.09368 -0.57017 0.3285
```

Highest occupied orbital energy, eV: -15.098
Relative energy (zero: lowest compared OMol25 entry of this formula, charge and spin), kJ/mol: 241.9
Net charge: +1
Strongest force on any atom, eV Å⁻¹: 1.84
Structure (SMILES): C=Cc1nn[nH][nH+]1
LUMO energy, eV: -4.94

---

(6)
C4H7NO | ωB97M-V with the def2-TZVPD basis set

Geometry as XYZ:
```
13
Properties=species:S:1:pos:R:3:mulliken_charge:R:1
C 0.90776 0.84711 0.21696 -1.2278
C 0.38451 -0.39670 -0.87928 0.0654
C -0.59822 -1.30452 0.03492 -0.4671
N -1.48625 -0.35230 0.61049 -0.2690
C -1.20682 0.80613 0.66866 0.1441
O -0.15981 0.15645 -1.87103 -0.6974
H 0.66925 1.85909 -0.13523 0.3199
H 1.00751 0.79609 1.31209 0.3915
H 1.93757 0.70792 -0.14557 0.3790
H 1.28382 -1.04534 -1.06190 0.3590
H -1.13881 -2.00303 -0.60753 0.3134
H -0.08305 -1.84755 0.83483 0.3264
H -1.51747 1.77665 1.02259 0.3627
```

Highest occupied orbital energy, eV: -8.142
Relative energy (zero: lowest compared OMol25 entry of this formula, charge and spin), kJ/mol: 563.5
Strongest force on any atom, eV Å⁻¹: 1.06
LUMO energy, eV: -0.45

---

> Look up the strongest force on any atom of the third one.

2.16 eV Å⁻¹

---

> Look up the relative energy (zero: lowest compared OMol25 entry of this formula, charge and spin) of the third one.

125.4 kJ/mol

---

What did the fifth record say?
C3H5N4 | ωB97M-V with the def2-TZVPD basis set

Geometry as XYZ:
```
12
Properties=species:S:1:pos:R:3:mulliken_charge:R:1
C -0.87179 2.04444 -0.17623 -0.5379
C -0.87942 0.81345 -0.65832 -0.2684
C -0.26446 -0.36840 -0.00305 0.4723
N -0.87686 -1.33883 0.72390 -0.1309
N 0.06023 -2.18526 1.06905 -0.2748
N 1.17075 -1.78615 0.59531 0.2832
N 1.04384 -0.64807 -0.07446 -0.0325
H -0.72842 2.31690 0.87560 0.2852
H -1.08273 2.87631 -0.85894 0.2597
H -1.36518 0.65080 -1.63054 0.3398
H 2.05518 -2.28149 0.70786 0.2758
H 1.73885 -0.09368 -0.57017 0.3285
```

Highest occupied orbital energy, eV: -15.098
Relative energy (zero: lowest compared OMol25 entry of this formula, charge and spin), kJ/mol: 241.9
Net charge: +1
Strongest force on any atom, eV Å⁻¹: 1.84
Structure (SMILES): C=Cc1nn[nH][nH+]1
LUMO energy, eV: -4.94

---

> Which value of relative energy (zero: lowest compared OMol25 entry of this formula, charge and spin) does entry 5 give?

241.9 kJ/mol